C14H21CoF4N2OS | ωB97M-V/def2-TZVPD

Properties
Lowest unoccupied orbital energy (alpha / beta) ... 0.20 / 0.18 eV
ΔE to the lowest compared entry with this formula, charge and spin ... 391.4 kJ/mol
Spin multiplicity ... 5
Electronic energy ... -79211.9689 eV
<S²> ... 6.02
HOMO energy (alpha / beta) ... -7.46 / -7.60 eV

Positions of all 44 atoms, in Å:
Co  0.3145  0.9550  -0.4528
C  -1.5560  -0.3756  -2.8587
C  -2.3387  0.5829  -1.9722
N  -1.6887  1.0237  -0.7102
C  -2.2841  2.3434  -0.3078
C  -1.7935  3.5476  -1.1082
C  -1.8071  0.0009  0.3739
C  -0.9414  0.2659  1.6881
N  0.3121  0.9862  1.3656
C  1.5316  0.3907  1.6325
C  2.5178  0.3453  0.5862
F  2.1842  0.8188  -0.6684
C  3.7909  -0.1311  0.7876
F  4.6730  -0.1389  -0.2228
C  4.1759  -0.5972  2.0296
C  3.2464  -0.5743  3.0564
F  3.6179  -1.0093  4.2665
C  1.9604  -0.0955  2.8732
F  1.1278  -0.0668  3.9264
H  -2.1147  -0.5448  -3.7817
H  -1.3910  -1.3404  -2.4036
H  -0.5850  0.0452  -3.1271
H  -3.3206  0.1441  -1.7477
H  -2.5216  1.4595  -2.5925
H  -2.0754  2.5471  0.7417
H  -3.3775  2.2946  -0.4102
H  -0.6365  3.6451  -1.0589
H  -2.2166  4.4669  -0.6969
H  -2.0893  3.4899  -2.1599
H  -1.4952  -0.9309  0.0206
H  -2.8729  -0.1220  0.6339
H  -0.7902  -0.6974  2.1874
H  -1.5470  0.8675  2.3754
H  5.1783  -0.9611  2.1982
O  0.4595  2.7085  -0.4932
C  -0.8358  -2.9505  -0.4588
S  0.3519  -1.5127  -0.4367
C  1.7879  -2.6209  -0.4237
H  -0.6508  -3.5648  -1.3407
H  -1.8666  -2.6272  -0.4945
H  -0.6972  -3.5480  0.4421
H  1.7775  -3.2360  0.4753
H  2.6960  -2.0239  -0.4269
H  1.7898  -3.2596  -1.3070

---

C6H9FO | ωB97M-V/def2-TZVPD

Properties
Lowest unoccupied orbital energy (alpha / beta) ... 0.27 / 0.28 eV
ΔE to the lowest compared entry with this formula, charge and spin ... 543.0 kJ/mol
Electronic energy ... -11126.4835 eV
HOMO energy (alpha / beta) ... -8.07 / -7.80 eV

Positions of all 17 atoms, in Å:
C  2.2566  1.1520  0.5150
C  1.0455  0.9929  0.9418
C  -0.9417  -1.1322  -1.1002
C  0.3514  -0.7535  -1.8747
C  0.3580  -1.0424  -0.3965
C  0.0802  1.5665  1.8435
O  0.8454  -2.0243  0.3523
F  3.0586  2.0854  1.2625
H  2.8520  0.9370  -0.3540
H  -1.8461  -0.5682  -1.0111
H  -1.1350  -2.1518  -1.1482
H  0.8190  -1.4629  -2.6658
H  0.5399  0.2985  -2.1516
H  -0.5200  2.2989  1.2445
H  0.6428  2.1561  2.5183
H  -0.4875  0.7660  2.2198
H  0.0057  -2.5523  0.6080

---

C43H100Br12N9O24P3 | ωB97M-V/def2-TZVPD

Properties
Lowest unoccupied orbital energy ... -0.08 eV
ΔE to the lowest compared entry with this formula, charge and spin ... 147.8 kJ/mol
Electronic energy ... -977142.2413 eV
HOMO energy ... -7.96 eV

Positions of all 191 atoms, in Å:
C  14.0637  -14.5650  12.0465
Br  14.4163  -15.5111  10.4207
Br  12.3140  -14.9072  12.7915
Br  14.2884  -12.6540  11.7159
H  14.7847  -14.7320  12.8314
C  16.6106  -16.0983  1.7636
Br  14.9417  -15.9478  0.8070
Br  16.4431  -15.3541  3.5332
Br  18.1344  -15.3681  0.8596
H  16.8149  -17.1518  1.8795
C  15.2956  -4.7156  2.1698
Br  16.7617  -3.8944  3.1415
Br  14.4068  -6.0267  3.2707
Br  15.9331  -5.4686  0.5314
H  14.6044  -3.9027  2.0117
C  11.4004  -14.0424  5.8207
Br  10.7048  -12.3409  5.2140
Br  11.2673  -14.3423  7.7114
Br  13.2470  -14.1760  5.2376
H  10.8443  -14.7915  5.2798
O  12.2606  -14.5899  -0.3490
P  12.3490  -13.1307  -0.5295
N  10.9036  -12.4789  -0.9968
C  9.9880  -13.2700  -1.8287
C  10.5024  -11.0978  -0.7496
N  13.4810  -12.6153  -1.6211
C  14.8680  -13.0289  -1.4509
C  13.0883  -12.3410  -3.0057
N  12.7968  -12.3392  0.8525
C  13.3230  -10.9961  0.9201
C  12.3546  -12.8415  2.1379
H  10.5625  -13.9744  -2.4394
H  9.4201  -12.6284  -2.4966
H  9.3658  -13.9264  -1.2135
H  11.3910  -10.4738  -0.6922
H  9.9616  -11.0652  0.2025
H  9.8622  -10.6636  -1.5164
H  14.9103  -14.1218  -1.5786
H  15.5260  -12.5461  -2.1661
H  15.1965  -12.8911  -0.4193
H  13.1394  -13.2680  -3.5884
H  12.1794  -11.7576  -3.0681
H  13.9014  -11.7357  -3.4238
H  13.6853  -10.7001  -0.0676
H  12.5431  -10.2644  1.1640
H  14.1579  -10.9207  1.6193
H  12.2762  -13.9282  2.0672
H  11.3703  -12.4441  2.4116
H  13.0291  -12.6025  2.9593
O  19.4723  -14.1368  5.1058
P  20.7439  -14.8487  5.3613
N  21.7381  -14.1353  6.4690
C  22.6456  -13.0664  6.0657
C  21.2392  -14.0372  7.8194
N  21.5418  -15.1291  3.9314
C  22.9923  -15.2165  3.8226
C  20.7744  -15.3725  2.7281
N  20.4432  -16.3613  5.9898
C  19.0990  -16.9089  5.9388
C  21.5176  -17.2592  6.3187
H  22.7808  -13.0674  4.9850
H  23.6891  -13.2849  6.3436
H  22.3556  -12.1039  6.4831
H  20.4466  -13.2775  7.9362
H  21.9876  -13.7116  8.5456
H  20.8080  -14.9858  8.1421
H  23.4505  -15.5072  4.7679
H  23.2422  -16.0953  3.2081
H  23.4627  -14.3552  3.3422
H  19.9586  -14.6535  2.6855
H  21.3858  -15.3460  1.8312
H  20.2234  -16.3238  2.7729
H  19.0431  -17.8810  6.4380
H  18.4387  -16.3143  6.5795
H  18.6678  -17.0078  4.9417
H  21.6070  -18.0649  5.5825
H  21.4984  -17.6527  7.3405
H  22.4685  -16.7190  6.3018
O  17.2556  -8.9948  6.8750
P  16.3336  -10.1313  6.6958
N  17.0733  -11.5438  6.2737
C  16.3479  -12.7881  6.0352
C  18.3568  -11.4763  5.5772
N  15.1943  -9.7848  5.5447
C  14.0048  -10.5687  5.2671
C  15.5614  -8.8404  4.4859
N  15.4350  -10.5501  8.0162
C  14.4515  -9.5600  8.4884
C  16.0612  -11.3870  9.0208
H  15.4721  -12.8191  6.6755
H  17.0377  -13.6180  6.2266
H  16.1283  -12.8646  4.9620
H  19.1397  -11.9582  6.1621
H  18.5507  -10.4898  5.1609
H  18.3162  -12.1263  4.6927
H  14.1306  -11.1869  4.3695
H  13.6520  -11.1234  6.1322
H  13.1842  -9.8772  5.0263
H  16.4897  -9.1656  4.0031
H  14.8111  -8.8732  3.6994
H  15.7203  -7.8534  4.9089
H  14.7017  -8.5837  8.0699
H  13.4496  -9.8223  8.1334
H  14.4455  -9.5334  9.5734
H  15.5202  -12.3564  9.0711
H  15.9470  -11.0554  10.0484
H  17.0224  -11.7807  8.6892
C  12.9611  -6.4309  6.1808
O  12.0749  -6.2278  7.2580
C  11.3273  -7.2852  7.5414
O  11.2564  -8.2925  6.8769
O  10.5993  -7.0092  8.6184
C  9.6101  -7.9637  8.9825
H  13.6441  -5.5961  6.0735
H  12.4236  -6.5971  5.2461
H  13.5906  -7.3156  6.3273
H  9.8634  -8.9698  8.6610
H  8.6398  -7.6791  8.5752
H  9.5461  -7.9098  10.0672
C  17.8498  -6.4936  9.1927
O  17.1196  -7.3239  10.0980
C  15.8028  -7.0953  10.1667
O  15.2002  -6.3621  9.4474
O  15.2440  -7.7866  11.1499
C  16.0164  -8.7418  11.9284
H  17.4732  -5.4743  9.1121
H  17.7995  -6.9442  8.2006
H  18.8686  -6.4312  9.5656
H  16.6859  -8.1292  12.5260
H  16.4701  -9.4337  11.2302
H  15.2827  -9.2130  12.5780
C  20.0546  -8.9482  -0.5917
O  19.3848  -10.1488  -0.2281
C  18.4979  -10.0223  0.7512
O  18.0440  -8.9781  1.1474
O  18.0785  -11.2572  1.0441
C  16.9764  -11.4242  1.8996
H  19.3236  -8.1798  -0.8608
H  20.7022  -9.1058  -1.4432
H  20.5633  -8.5720  0.2960
H  16.0551  -11.6692  1.3706
H  16.7970  -10.5634  2.5442
H  17.1666  -12.2092  2.6358
C  17.7077  -18.4784  9.0809
O  17.7626  -17.1055  8.7406
C  17.9433  -16.2937  9.7854
O  17.6894  -16.5392  10.9272
O  18.3134  -15.0993  9.3112
C  18.7547  -14.1416  10.2705
H  18.4061  -18.7561  9.8742
H  17.9209  -19.1130  8.2279
H  16.7349  -18.7330  9.5091
H  17.9381  -13.4486  10.4860
H  19.6534  -13.6457  9.9245
H  18.9317  -14.6198  11.2346
C  23.0182  -7.8829  5.9942
O  21.7599  -7.1971  5.8044
C  20.8914  -7.7423  4.9568
O  21.0726  -8.7158  4.2658
O  19.7727  -7.0338  5.0045
C  18.6589  -7.5169  4.2453
H  23.0526  -8.8281  5.4656
H  23.0307  -8.1015  7.0661
H  23.7800  -7.1317  5.8156
H  18.8346  -7.8236  3.2143
H  17.8953  -6.7477  4.3002
H  18.3220  -8.4028  4.7874
C  14.7340  -7.4857  16.1044
O  13.7027  -8.2792  15.4730
C  13.2970  -7.8595  14.2914
O  13.5237  -6.7769  13.8150
O  12.6133  -8.8231  13.6951
C  12.3254  -8.6708  12.3132
H  14.2871  -6.7163  16.7349
H  15.2594  -6.9287  15.3312
H  15.2641  -8.2388  16.6722
H  11.6088  -7.8559  12.1935
H  11.9279  -9.6006  11.9199
H  13.2047  -8.3907  11.7292
C  24.0666  -9.2301  1.6208
O  22.7530  -9.7363  1.6342
C  22.3857  -10.6625  2.5181
O  23.1552  -11.3158  3.1702
O  21.0719  -10.7916  2.4464
C  20.4630  -11.5757  3.4929
H  24.4715  -9.1891  2.6383
H  24.1503  -8.2502  1.1697
H  24.7246  -9.9551  1.1306
H  21.2012  -12.2780  3.8655
H  19.5693  -12.1117  3.2037
H  20.2827  -10.8580  4.2958

---

C10H10BrClIr | ωB97M-V/def2-TZVPD

Properties
Lowest unoccupied orbital energy (alpha / beta) ... 0.51 / -2.04 eV
ΔE to the lowest compared entry with this formula, charge and spin ... 199.2 kJ/mol
Spin multiplicity ... 6
Electronic energy ... -95928.6652 eV
<S²> ... 8.77
HOMO energy (alpha / beta) ... -6.12 / -8.33 eV

Positions of all 23 atoms, in Å:
C  0.8695  -1.2686  1.9372
C  0.8458  -1.8271  0.5858
C  -0.4909  -1.6896  0.0733
H  1.7625  -2.1635  0.0859
C  -1.3464  -1.1727  1.1750
C  -0.4964  -1.0431  2.2993
H  -0.8301  -0.7519  3.2664
H  1.6917  -1.1790  2.6048
H  -0.8615  -2.1143  -0.8552
H  -2.3924  -0.9358  1.1448
Ir  0.1822  0.3946  0.5952
Cl  -0.8178  2.2452  1.5583
C  0.0870  2.0654  -0.8924
C  -1.1524  1.3517  -1.0940
C  -0.8617  0.1379  -1.7017
H  -2.0888  1.8287  -1.0026
C  0.5338  0.0224  -1.8740
C  1.1705  1.2289  -1.5195
H  2.1546  1.6396  -1.8595
H  0.2417  3.1143  -0.6492
H  -1.5997  -0.4829  -2.1774
H  1.0552  -0.7468  -2.4637
Br  2.3436  1.3464  0.7632

---

C4H10N2O | ωB97M-V/def2-TZVPD

Properties
Lowest unoccupied orbital energy ... 0.70 eV
ΔE to the lowest compared entry with this formula, charge and spin ... 147.7 kJ/mol
Electronic energy ... -9337.4564 eV
HOMO energy ... -9.28 eV

Positions of all 17 atoms, in Å:
C  -0.7277  1.5012  1.4265
N  -0.4119  0.2988  0.6763
C  -1.3754  -0.7908  0.6084
C  0.7479  0.3479  -0.0227
O  1.5640  1.2243  0.1414
C  1.0522  -0.8915  -0.8996
N  1.9040  -0.5286  -2.0427
H  -1.5459  1.2417  2.0704
H  -1.1639  2.2896  0.8115
H  0.1303  1.8419  1.9794
H  -1.0163  -1.7646  0.9485
H  -2.2120  -0.5135  1.2443
H  -1.7332  -0.9142  -0.4169
H  0.0772  -1.2315  -1.2185
H  1.5404  -1.5408  -0.1725
H  1.6353  0.4334  -2.2725
H  1.5348  -1.0032  -2.8614

---

C4H12O4 | ωB97M-V/def2-TZVPD

Properties
Lowest unoccupied orbital energy ... 0.50 eV
ΔE to the lowest compared entry with this formula, charge and spin ... 116.3 kJ/mol
Electronic energy ... -12531.8866 eV
HOMO energy ... -10.06 eV

Positions of all 20 atoms, in Å:
O  -1.9781  -1.5405  0.0208
C  -1.3203  -1.5832  1.0320
C  -0.5729  -0.3805  1.5189
C  0.9148  -0.3170  1.0553
C  1.6395  1.0222  1.1407
O  1.0697  1.9533  0.2246
H  -1.1933  -2.4434  1.7067
H  -1.0391  0.4519  0.9407
H  -0.7261  -0.0817  2.5565
H  1.4144  -1.2352  1.3858
H  0.7759  -0.4619  -0.0251
H  2.6825  0.8539  0.8678
H  1.3966  1.5617  2.0611
H  0.9343  1.5961  -0.6624
O  0.8410  0.6420  -2.3803
H  1.2517  0.0402  -3.0127
H  -0.0885  0.3773  -2.2462
O  -1.7372  -0.2157  -2.3550
H  -2.4437  0.4437  -2.3351
H  -1.8212  -0.6831  -1.4939

---

C5H13NO2 | ωB97M-V/def2-TZVPD

Properties
Lowest unoccupied orbital energy ... 0.76 eV
ΔE to the lowest compared entry with this formula, charge and spin ... 134.6 kJ/mol
Electronic energy ... -10980.4836 eV
HOMO energy ... -9.69 eV

Positions of all 21 atoms, in Å:
C  2.1694  1.1965  -0.1485
C  0.9241  0.8552  0.6615
C  -0.0827  0.0226  -0.0767
O  0.3611  -0.9316  -0.7070
N  -1.4515  0.3093  -0.0654
C  -2.2736  -0.5492  -0.9119
C  -1.9003  1.7219  -0.1692
H  2.6684  0.2126  -0.3649
H  2.7897  1.9423  0.3444
H  1.8436  1.5974  -1.1141
H  1.2880  0.4344  1.6369
H  0.4485  1.8215  0.9290
H  -1.6563  -1.2320  -1.5070
H  -2.8892  0.0598  -1.5581
H  -3.0071  -1.0215  -0.2453
H  -1.9377  2.1230  -1.1828
H  -1.1445  2.3907  0.3120
H  -2.7473  1.7552  0.5299
O  1.9528  -2.3917  1.2586
H  1.4210  -3.1030  1.6280
H  1.2809  -1.8396  0.8290

---

C26H40Br39InNO5 | ωB97M-V/def2-TZVPD

Properties
Lowest unoccupied orbital energy ... 0.87 eV
Electronic energy ... -2776160.9966 eV
HOMO energy ... -5.02 eV
Net charge ... -1

Positions of all 112 atoms, in Å:
C  1.3641  -2.0943  3.1854
C  1.0958  -1.2343  1.9637
O  0.7717  0.1326  2.2612
C  -0.5073  0.3183  2.7380
O  -0.7919  -0.0305  3.8346
C  -1.4481  0.9935  1.7854
C  -1.4673  0.3858  0.3777
C  -2.7092  0.7992  -0.4051
In  -4.6250  -0.0784  0.3285
C  -4.8588  -2.2401  -0.1289
C  -4.2524  -3.2261  0.8826
C  -2.8696  -2.8423  1.3937
C  -2.2570  -3.9671  2.2712
C  -1.1745  -4.7537  1.5472
O  -1.2667  -6.1548  1.8159
C  -1.2652  -6.9693  0.6729
C  -5.0076  0.2386  2.5327
O  -5.0156  -1.0432  3.2341
N  -4.4316  -0.9615  4.4529
O  -4.1672  -2.0306  4.8875
H  1.7587  -1.4902  4.0037
H  2.0765  -2.8884  2.9525
H  0.4547  -2.5624  3.5623
H  0.3357  -1.6879  1.3219
H  1.9981  -1.1642  1.3627
H  -1.1797  2.0533  1.7167
H  -2.4271  0.9428  2.2583
H  -1.3733  -0.6977  0.4373
H  -0.5544  0.7325  -0.1295
H  -2.5900  0.4723  -1.4451
H  -2.7767  1.8918  -0.4526
H  -5.9512  0.7814  -0.5175
H  -5.9453  -2.3885  -0.1411
H  -4.5245  -2.4707  -1.1458
H  -4.1010  -4.1901  0.3689
H  -4.9386  -3.4292  1.7059
H  -2.8946  -1.9169  1.9723
H  -2.2411  -2.7191  0.5047
H  -3.0661  -4.6476  2.5440
H  -1.8799  -3.5116  3.1895
H  -0.1754  -4.4116  1.8322
H  -1.2600  -4.6042  0.4643
H  -1.1285  -7.9852  1.0296
H  -0.4172  -6.7648  0.0078
H  -2.2159  -6.9078  0.1305
H  -6.0131  0.6580  2.6341
H  -4.3305  0.9207  3.0483
C  -0.5413  2.4709  -4.0438
Br  0.2335  3.5642  -5.4363
Br  0.5530  2.4716  -2.4725
Br  -2.3508  2.9785  -3.6812
H  -0.5596  1.4589  -4.4226
C  -7.7190  -5.6212  -0.0377
Br  -8.6785  -4.5828  -1.3422
Br  -5.9696  -6.0968  -0.6752
Br  -7.6524  -4.7306  1.6593
H  -8.2662  -6.5410  0.1040
C  3.5743  -0.5978  -2.2585
Br  2.9031  0.1320  -3.9069
Br  5.4384  -0.1835  -2.0262
Br  2.5416  -0.0577  -0.7270
H  3.4852  -1.6719  -2.3312
C  0.9635  -2.9988  6.8798
Br  -0.5846  -2.3282  5.9785
Br  1.9757  -4.2315  5.7985
Br  2.0993  -1.5672  7.5046
H  0.6248  -3.5440  7.7482
C  -0.4531  0.3428  -7.9808
Br  0.4447  1.5586  -9.1743
Br  0.6332  -0.0040  -6.4340
Br  -2.1923  0.9769  -7.4710
H  -0.5850  -0.5908  -8.5075
C  9.8994  -0.5465  -2.2380
Br  8.6760  0.8939  -1.9011
Br  9.1821  -1.7921  -3.5121
Br  11.6263  0.1049  -2.7761
H  10.0333  -1.0790  -1.3078
C  4.1272  4.7403  -5.1678
Br  4.5009  6.5307  -4.5836
Br  5.1765  4.2632  -6.7090
Br  4.3347  3.4702  -3.7477
H  3.0876  4.7110  -5.4692
C  1.1882  5.6775  -10.1474
Br  -0.6738  5.7478  -10.6123
Br  1.4362  5.0637  -8.3469
Br  2.1849  4.5972  -11.3883
H  1.5768  6.6835  -10.2079
C  4.5423  -0.4690  4.2795
Br  5.3219  -2.1827  4.6609
Br  5.4620  0.9607  5.1739
Br  4.3951  -0.1473  2.3921
H  3.5379  -0.4947  4.6820
C  4.3261  4.1149  7.7796
Br  6.1736  3.6415  8.0470
Br  3.9054  4.2510  5.9146
Br  3.1502  2.8895  8.6782
H  4.1779  5.0888  8.2218
C  -2.3261  -10.2203  4.0716
Br  -0.8003  -11.3337  3.6855
Br  -2.1919  -8.5153  3.2115
Br  -3.9741  -11.1230  3.6427
H  -2.3301  -10.0558  5.1391
C  0.7445  8.2220  -3.6785
Br  0.4801  7.1590  -2.1021
Br  2.1957  9.4674  -3.4643
Br  0.9652  7.1159  -5.2308
H  -0.1513  8.8068  -3.8285
C  1.2465  13.2878  -1.6978
Br  3.1329  12.9866  -1.4787
Br  0.7612  13.4120  -3.5533
Br  0.2014  11.9660  -0.7777
H  1.0239  14.2423  -1.2444

---

- Which of these has the highest electronic energy?
  C4H10N2O